20
Properties=species:S:1:pos:R:3:forces:R:3 method="wB97M-V/def2-TZVPD" gap_ev="10.0 / 6.8" lumo_energy_ev="0.4 / -2.8" relative_energy_ev=0.997 multiplicity=2
O 0.457 2.378 0.479 -0.28 -1.50 -0.51
O -0.824 1.572 0.292 2.05 1.40 0.51
C -0.457 0.264 -0.079 0.71 -0.24 -0.83
C 1.010 0.070 0.423 -0.46 0.93 1.66
C 1.691 1.490 0.194 -4.58 0.38 -2.19
H 1.724 1.554 -0.950 0.75 0.09 0.81
O 2.665 1.815 0.870 1.86 0.13 0.78
O 1.790 -0.934 -0.142 -1.17 -0.43 0.74
O 1.225 -2.136 0.523 1.44 0.34 -0.65
C -0.479 0.077 -1.604 0.00 -0.59 0.20
C -1.512 -0.623 0.624 1.34 0.02 0.40
O -2.776 -0.069 0.356 -0.67 -0.98 -0.16
H 0.983 0.061 1.531 0.17 -0.67 -0.39
H 2.086 -2.582 0.657 -0.64 -0.05 0.12
H -0.122 -0.941 -1.836 -0.08 0.33 0.03
H -1.522 0.132 -1.911 0.10 0.29 -0.30
H 0.170 0.787 -2.152 -0.55 -0.19 0.35
H -1.336 -1.657 0.252 -0.50 0.42 0.29
H -1.360 -0.563 1.723 0.34 -0.27 -0.52
H -3.412 -0.695 0.749 0.16 0.58 -0.34



19
Properties=species:S:1:pos:R:3:forces:R:3 method="wB97M-V/def2-TZVPD" gap_ev="8.0 / 8.0" lumo_energy_ev="0.7 / 0.7" relative_energy_ev=5.719 multiplicity=1
C 2.071 -0.300 0.084 0.07 -0.04 0.07
C 0.802 0.480 -0.193 0.06 -0.15 -0.26
C -0.467 -0.300 -0.394 0.00 0.08 -0.07
C -0.991 -0.817 -1.713 -0.02 0.01 -0.02
C -0.836 -0.903 0.955 0.04 -0.11 0.16
C -1.162 0.484 0.609 -0.20 -0.24 -0.18
O -0.286 1.935 1.674 0.10 0.26 -0.05
H 2.291 -1.056 -0.688 -0.05 0.11 0.09
H 2.016 -0.840 1.040 0.01 0.08 -0.13
H 2.936 0.369 0.151 -0.13 -0.09 0.00
H 0.888 1.235 -0.982 -0.01 -0.07 0.14
H 0.455 1.477 1.024 -0.14 0.08 0.04
H -1.041 -0.011 -2.453 0.02 -0.09 0.12
H -0.326 -1.593 -2.111 -0.07 0.11 0.09
H -1.993 -1.252 -1.616 0.14 0.08 0.03
H -0.051 -1.151 1.667 -0.13 0.07 -0.13
H -1.706 -1.560 1.006 0.11 0.11 -0.01
H -2.100 1.015 0.675 0.15 -0.06 -0.01
H -0.500 2.792 1.265 0.04 -0.14 0.13



46
Properties=species:S:1:pos:R:3:forces:R:3 method="wB97M-V/def2-TZVPD" gap_ev=7.9 lumo_energy_ev=0.4 smiles="COc1ccccc1OCCn1cc(/C=N/NC(N)=S)c2ccccc21" relative_energy_ev=2.717 multiplicity=1
C 3.219 1.097 2.211 0.07 0.11 0.23
H 2.679 0.655 3.055 0.02 0.00 -0.03
O 2.880 0.475 0.997 -0.03 -0.38 -0.31
C 3.072 -0.867 0.882 -0.09 0.11 -0.14
C 3.652 -1.684 1.839 -0.05 0.27 0.01
C 3.783 -3.048 1.614 0.00 -0.17 -0.08
C 3.338 -3.604 0.435 0.07 -0.08 0.14
C 2.758 -2.799 -0.537 -0.09 0.22 -0.14
C 2.623 -1.439 -0.328 0.03 0.11 0.12
O 2.081 -0.561 -1.223 0.08 0.02 0.14
C 1.258 -1.060 -2.248 -0.20 0.03 -0.33
C 0.451 0.129 -2.789 0.53 -0.52 0.08
N -0.367 0.704 -1.760 -0.08 0.07 0.00
C -1.598 0.256 -1.407 -0.48 0.15 0.43
C -2.071 0.944 -0.310 0.73 -0.17 -0.61
C -3.327 0.780 0.349 -0.84 -0.25 0.28
N -4.195 -0.074 -0.043 0.64 0.05 -0.38
N -5.357 -0.172 0.629 -0.14 0.36 0.52
C -6.318 -1.057 0.265 0.00 -0.19 -0.17
N -6.032 -1.844 -0.787 0.36 0.26 0.00
H -6.732 -2.474 -1.132 -0.02 0.07 0.10
H -5.165 -1.693 -1.276 -0.03 -0.08 -0.06
S -7.734 -1.132 1.106 -0.51 -0.02 0.30
H -5.551 0.422 1.436 -0.04 -0.26 -0.27
H -3.518 1.422 1.215 -0.08 -0.06 -0.02
C -1.039 1.877 0.045 0.18 -0.20 -0.33
C -0.914 2.841 1.043 0.07 0.07 0.05
C 0.242 3.589 1.094 -0.14 0.08 0.21
C 1.273 3.392 0.174 0.10 -0.02 -0.19
C 1.178 2.441 -0.820 0.09 0.08 -0.03
C 0.014 1.688 -0.879 -0.20 0.39 0.43
H 1.990 2.281 -1.510 0.11 -0.04 -0.05
H 2.164 3.998 0.244 0.08 0.03 -0.01
H 0.357 4.343 1.860 0.00 0.05 0.06
H -1.705 3.001 1.760 -0.07 0.04 0.08
H -2.085 -0.522 -1.962 -0.06 -0.15 -0.14
H -0.182 -0.209 -3.613 0.09 0.09 0.04
H 1.144 0.890 -3.154 -0.11 -0.04 -0.07
H 0.574 -1.825 -1.855 0.08 0.07 -0.04
H 1.856 -1.500 -3.060 -0.08 0.01 0.09
H 2.421 -3.243 -1.461 -0.05 0.00 -0.10
H 3.437 -4.664 0.257 0.01 -0.09 -0.01
H 4.234 -3.668 2.373 0.04 -0.05 0.06
H 4.001 -1.269 2.770 0.01 0.10 0.07
H 2.916 2.136 2.097 0.04 -0.06 0.06
H 4.297 1.048 2.403 -0.04 -0.02 0.00



6
Properties=species:S:1:pos:R:3:forces:R:3 method="wB97M-V/def2-TZVPD" gap_ev=7.6 lumo_energy_ev=-1.3 smiles="NSP=S" relative_energy_ev=1.182 multiplicity=1
N 0.122 -0.114 0.717 -0.28 3.31 0.62
P 0.139 2.831 -0.860 0.35 -0.84 0.90
S 0.674 4.626 -0.509 0.03 -0.19 0.04
S 0.852 1.669 0.856 -1.61 -1.84 -1.09
H 0.917 -0.680 0.519 0.23 -0.50 -0.81
H -0.699 -0.166 0.083 1.29 0.06 0.33



95
Properties=species:S:1:pos:R:3:forces:R:3 method="wB97M-V/def2-TZVPD" charge=+1 gap_ev="6.6 / 7.7" lumo_energy_ev="-3.0 / -3.2" relative_energy_ev=0.735 multiplicity=3
Ti -0.538 -0.883 0.044 -0.58 -0.24 0.58
O -2.081 0.003 3.336 -0.09 -0.10 0.25
S -1.554 0.526 2.072 0.08 0.08 -0.46
C -0.096 1.538 2.377 0.02 0.01 -0.02
C -0.197 2.904 2.592 0.00 0.06 0.01
C 0.950 3.666 2.758 -0.01 -0.02 0.02
C 2.190 3.054 2.691 0.04 0.01 0.00
C 2.288 1.680 2.510 0.03 0.00 -0.04
C 1.151 0.888 2.371 0.03 -0.01 0.07
P 1.225 -0.944 2.143 -0.01 0.18 -0.21
C 0.715 -1.641 3.734 -0.02 0.07 0.12
C 0.576 -3.027 3.788 -0.03 -0.01 0.03
C 0.215 -3.642 4.975 0.00 -0.03 -0.01
C -0.013 -2.877 6.111 -0.01 0.01 0.03
C 0.126 -1.498 6.060 0.00 0.00 0.03
C 0.490 -0.877 4.874 0.01 -0.03 0.00
C 2.994 -1.359 2.082 0.03 0.02 0.08
C 3.512 -2.054 0.994 -0.01 0.05 -0.05
C 4.853 -2.414 0.963 0.02 -0.04 -0.02
C 5.680 -2.093 2.025 0.01 0.02 0.02
C 5.166 -1.425 3.132 0.01 -0.01 -0.01
C 3.830 -1.067 3.165 -0.02 -0.08 0.01
C -2.681 1.784 1.480 0.00 0.01 -0.05
C -3.549 2.354 2.401 0.04 -0.09 0.06
C -4.407 3.356 1.978 -0.02 0.02 0.05
C -4.390 3.773 0.653 -0.01 0.03 -0.01
C -3.544 3.167 -0.263 -0.02 0.01 -0.01
C -2.678 2.152 0.139 0.01 -0.03 0.16
P -1.688 1.214 -1.077 0.04 -0.21 0.04
C -2.925 1.034 -2.395 -0.06 0.01 -0.04
C -3.968 0.141 -2.142 -0.01 0.00 -0.05
C -4.954 -0.068 -3.092 0.01 -0.02 0.03
C -4.907 0.613 -4.302 -0.03 -0.01 0.00
C -3.888 1.520 -4.546 0.01 0.02 -0.03
C -2.900 1.736 -3.595 -0.01 -0.02 0.02
C -0.443 2.392 -1.672 0.09 -0.04 -0.06
C -0.112 3.545 -0.965 -0.05 0.02 0.02
C 0.948 4.340 -1.380 0.03 0.04 0.04
C 1.683 3.992 -2.504 0.03 0.02 -0.03
C 1.362 2.841 -3.212 -0.02 -0.06 -0.02
C 0.315 2.035 -2.791 -0.02 0.10 -0.01
H -1.168 3.381 2.613 0.04 -0.01 0.01
H 0.873 4.732 2.926 -0.01 -0.02 -0.01
H 3.094 3.643 2.791 -0.03 -0.02 0.00
H 3.268 1.227 2.473 0.02 -0.02 0.00
H 0.751 -3.630 2.904 0.00 0.01 -0.02
H 0.107 -4.719 5.013 0.00 0.02 0.00
H -0.301 -3.358 7.037 0.01 0.02 -0.03
H -0.054 -0.900 6.944 0.00 -0.02 -0.03
H 0.584 0.201 4.846 0.00 0.00 -0.03
H 2.867 -2.331 0.170 0.00 0.01 0.01
H 5.246 -2.953 0.110 -0.01 0.02 0.02
H 6.725 -2.374 2.001 -0.01 0.00 0.00
H 5.808 -1.196 3.974 -0.02 0.00 -0.02
H 3.428 -0.577 4.044 -0.01 -0.01 0.00
H -3.543 1.993 3.423 -0.02 0.04 -0.04
H -5.094 3.809 2.681 0.02 -0.01 -0.02
H -5.060 4.557 0.325 0.01 -0.01 0.00
H -3.578 3.461 -1.305 0.00 -0.01 0.01
H -4.004 -0.404 -1.205 0.01 0.00 0.01
H -5.753 -0.772 -2.891 0.02 0.02 -0.01
H -5.670 0.440 -5.049 0.02 0.00 0.01
H -3.858 2.065 -5.481 0.00 -0.02 0.03
H -2.116 2.452 -3.799 0.07 0.02 0.01
H -0.684 3.829 -0.089 0.02 0.00 -0.05
H 1.197 5.237 -0.826 -0.01 -0.04 -0.02
H 2.505 4.618 -2.829 -0.03 -0.02 0.01
H 1.934 2.565 -4.089 -0.01 0.01 0.02
H 0.085 1.123 -3.332 -0.02 0.00 0.00
Cl -1.950 -2.855 1.476 -0.04 0.22 -0.28
C -2.478 -3.055 -0.210 0.02 -0.02 0.06
C -1.853 -2.233 -1.130 0.18 -0.14 0.19
C -2.203 -2.480 -2.450 0.32 0.39 0.05
Cl -1.389 -1.564 -3.702 -0.03 -0.02 -0.02
C -3.163 -3.405 -2.830 -0.18 -0.16 -0.01
Cl -3.586 -3.612 -4.482 -0.03 -0.03 -0.02
C -3.800 -4.164 -1.846 0.03 0.01 0.15
Cl -5.002 -5.306 -2.276 -0.05 -0.05 -0.04
C -3.444 -4.004 -0.502 -0.06 -0.03 -0.25
Cl -4.175 -4.958 0.718 0.00 -0.01 0.08
N 4.495 -1.901 -4.922 0.05 0.03 -0.09
C 4.620 -1.172 -3.802 -0.03 -0.02 -0.04
S 5.993 -0.389 -3.373 0.06 -0.03 0.01
C 3.405 -1.152 -2.932 -0.05 0.11 0.10
C 2.488 -2.200 -2.914 0.03 -0.04 0.12
C 1.393 -2.129 -2.073 0.03 0.00 -0.21
N 1.167 -1.083 -1.277 0.11 0.08 -0.05
C 2.064 -0.091 -1.268 0.18 0.27 -0.18
C 3.177 -0.073 -2.080 -0.06 -0.20 0.02
H 5.274 -1.933 -5.561 0.01 0.01 0.02
H 3.602 -2.218 -5.255 -0.04 -0.01 0.01
H 2.613 -3.096 -3.509 0.07 0.06 -0.01
H 0.663 -2.923 -2.046 -0.09 -0.06 0.01
H 1.874 0.741 -0.598 -0.03 0.00 0.02
H 3.867 0.757 -2.044 0.05 -0.01 -0.03



58
Properties=species:S:1:pos:R:3:forces:R:3 method="wB97M-V/def2-TZVPD" charge=+1 gap_ev=5.6 lumo_energy_ev=-4.8 multiplicity=1
F 8.553 -1.904 -2.638 0.30 -0.57 0.61
C 7.908 -2.035 -1.463 -1.36 1.23 0.02
F 7.400 -3.279 -1.346 1.05 0.02 -0.09
F 8.745 -1.776 -0.439 0.19 -0.65 -0.58
C 6.764 -1.042 -1.419 -0.13 0.04 -0.02
C 5.486 -1.500 -1.201 -0.59 -0.32 0.18
C 4.408 -0.625 -1.133 0.05 0.64 0.06
N 3.104 -1.162 -0.954 -0.92 -1.33 -0.16
C 1.940 -0.630 -0.460 0.56 1.11 0.09
S 1.877 0.922 0.133 -0.42 0.12 0.29
N 0.833 -1.421 -0.471 -0.16 -1.27 -0.41
C -0.523 -1.000 -0.122 0.27 0.70 0.15
C -1.233 -0.355 -1.309 -0.03 0.79 -0.49
C -1.594 -1.339 -2.444 -0.03 0.13 0.23
C -2.972 -0.881 -2.977 -0.05 -0.17 0.07
C -3.358 0.346 -2.135 0.10 0.49 0.04
N -2.504 0.316 -0.931 -0.03 -1.01 0.45
C 4.659 0.736 -1.291 -0.62 0.10 -0.01
C 5.935 1.199 -1.523 0.31 -0.43 -0.02
C 6.180 2.687 -1.683 -0.27 -1.78 0.10
F 7.291 2.871 -2.422 -0.50 0.71 0.34
F 5.113 3.235 -2.296 0.67 0.57 0.23
F 6.341 3.229 -0.461 0.04 0.54 -0.65
C 6.991 0.310 -1.586 0.52 0.25 -0.06
H 5.334 -2.557 -1.066 -0.14 -0.18 0.01
H 3.022 -2.147 -1.212 0.30 0.44 0.09
H 0.865 -2.320 -0.954 0.24 0.47 0.23
H -1.098 -1.850 0.256 0.17 -0.28 -0.25
H -0.459 -0.290 0.707 0.17 0.06 -0.17
H -0.565 0.417 -1.719 0.18 -0.22 0.10
H -0.830 -1.352 -3.229 -0.14 0.11 0.19
H -1.645 -2.357 -2.048 -0.10 -0.02 -0.01
H -2.939 -0.653 -4.049 -0.03 0.05 0.32
H -3.718 -1.673 -2.852 0.16 0.10 -0.01
H -3.172 1.270 -2.694 -0.08 -0.07 -0.10
H -4.417 0.337 -1.853 0.16 0.02 -0.07
H -2.347 1.241 -0.520 0.03 -0.48 -0.42
H 3.854 1.446 -1.236 -0.09 -0.03 -0.07
H 7.987 0.678 -1.770 0.16 0.00 -0.02
C -5.944 -1.282 2.331 -0.74 -0.25 -0.02
N -4.626 -0.648 2.392 3.20 -2.36 -1.65
C -4.513 0.671 2.978 0.61 1.51 0.59
C -4.578 1.816 2.173 -0.11 -1.08 -0.20
C -4.447 3.073 2.726 0.02 0.06 0.24
C -4.244 3.216 4.089 0.01 -0.06 -0.04
C -4.178 2.096 4.902 -0.02 0.19 -0.11
C -4.311 0.835 4.356 -0.17 -0.88 -0.69
C -3.578 -1.330 1.882 -3.09 2.85 1.75
H -6.705 -0.620 2.737 0.21 0.06 -0.01
H -6.198 -1.514 1.297 0.05 0.06 -0.01
H -5.941 -2.207 2.906 0.05 0.05 0.04
H -4.737 1.698 1.115 0.00 0.01 -0.28
H -4.496 3.946 2.095 -0.02 0.05 -0.11
H -4.132 4.198 4.517 0.01 0.14 0.06
H -4.014 2.208 5.961 0.00 -0.06 0.10
H -4.261 -0.039 4.982 0.05 -0.17 0.20
H -2.596 -0.913 1.919 0.38 0.45 0.10
H -3.720 -2.298 1.452 -0.37 -0.42 -0.17



9
Properties=species:S:1:pos:R:3:forces:R:3 method="wB97M-V/def2-TZVPD" charge=-1 gap_ev=7.2 lumo_energy_ev=4.2 relative_energy_ev=3.100 multiplicity=1
C 0.760 -1.042 -0.098 -4.96 4.05 2.08
N -0.467 0.362 1.090 -1.20 -1.03 -1.11
N -0.564 -1.408 -0.292 1.56 -0.31 0.36
N 0.702 0.156 0.663 2.16 -2.11 -0.17
N -1.283 -0.608 0.477 4.57 0.82 -0.08
S -2.847 -0.652 0.840 -3.31 -0.48 0.35
H 0.699 1.930 -1.372 3.08 2.09 3.21
H 1.607 -1.112 -0.687 1.19 -1.10 -1.24
H 1.393 2.375 -0.620 -3.08 -1.93 -3.39



Number 1: E_tot -647.04746 a.u.. Number 2: E_tot -310.84911 a.u.. Number 3: E_tot -1503.69199 a.u.. Number 4: E_tot -1193.66088 a.u.. Number 5: E_tot -6663.64494 a.u.. Number 6: E_tot -2069.51202 a.u.. Number 7: E_tot -657.01371 a.u..